{"formula": "C93H182Cl20N9O9", "method": "ωB97M-V with the def2-TZVPD basis set", "symbols": ["C", "C", "C", "C", "C", "C", "N", "O", "C", "C", "C", "H", "H", "H", "H", "H", "H", "H", "H", "H", "H", "H", "H", "H", "H", "H", "H", "H", "H", "C", "C", "C", "C", "C", "C", "N", "O", "C", "C", "C", "H", "H", "H", "H", "H", "H", "H", "H", "H", "H", "H", "H", "H", "H", "H", "H", "H", "H", "C", "C", "C", "C", "C", "C", "N", "O", "C", "C", "C", "H", "H", "H", "H", "H", "H", "H", "H", "H", "H", "H", "H", "H", "H", "H", "H", "H", "H", "C", "C", "C", "C", "C", "C", "N", "O", "C", "C", "C", "H", "H", "H", "H", "H", "H", "H", "H", "H", "H", "H", "H", "H", "H", "H", "H", "H", "H", "C", "C", "C", "C", "C", "C", "N", "O", "C", "C", "C", "H", "H", "H", "H", "H", "H", "H", "H", "H", "H", "H", "H", "H", "H", "H", "H", "H", "H", "C", "C", "C", "C", "C", "C", "N", "O", "C", "C", "C", "H", "H", "H", "H", "H", "H", "H", "H", "H", "H", "H", "H", "H", "H", "H", "H", "H", "H", "C", "C", "C", "C", "C", "C", "N", "O", "C", "C", "C", "H", "H", "H", "H", "H", "H", "H", "H", "H", "H", "H", "H", "H", "H", "H", "H", "H", "H", "C", "C", "C", "C", "C", "C", "N", "O", "C", "C", "C", "H", "H", "H", "H", "H", "H", "H", "H", "H", "H", "H", "H", "H", "H", "H", "H", "H", "H", "C", "C", "C", "C", "C", "C", "N", "O", "C", "C", "C", "H", "H", "H", "H", "H", "H", "H", "H", "H", "H", "H", "H", "H", "H", "H", "H", "H", "H", "Cl", "C", "C", "Cl", "H", "H", "H", "H", "Cl", "C", "C", "Cl", "H", "H", "H", "H", "Cl", "C", "C", "Cl", "H", "H", "H", "H", "Cl", "C", "C", "Cl", "H", "H", "H", "H", "C", "Cl", "Cl", "Cl", "H", "C", "Cl", "Cl", "Cl", "H", "C", "Cl", "Cl", "Cl", "H", "C", "Cl", "Cl", "Cl", "H"], "xyz": [[-0.66479, 1.27260, -5.26384], [0.65540, 0.90532, -5.95207], [0.37695, -0.33643, -6.94107], [1.50042, -0.50066, -7.94678], [1.77343, 0.82606, -8.61629], [2.21588, 1.97316, -7.76450], [1.22311, 2.13369, -6.64765], [1.31532, 3.36448, -5.84210], [3.68330, 1.72633, -7.42413], [2.17004, 3.16744, -8.75683], [1.61731, 0.34967, -4.83523], [-1.28315, 1.75818, -6.01878], [-0.56280, 1.84433, -4.34143], [-1.12222, 0.31804, -5.00371], [0.31201, -1.26580, -6.37525], [-0.60171, -0.20198, -7.40177], [1.13849, -1.23870, -8.66261], [2.39143, -0.87344, -7.44158], [0.86303, 1.14571, -9.12332], [2.52588, 0.70992, -9.39631], [4.13804, 2.51645, -6.82662], [3.80663, 0.84475, -6.79508], [4.31980, 1.66400, -8.30679], [2.74443, 2.89856, -9.64334], [1.11237, 3.34368, -8.95271], [2.62579, 4.07707, -8.36573], [0.98861, -0.25986, -4.18615], [2.09044, 1.13321, -4.24336], [2.43859, -0.23785, -5.24562], [1.44696, -2.12836, 9.54835], [2.67076, -1.46327, 8.77133], [3.71247, -2.60598, 8.80466], [4.91324, -2.40413, 7.89484], [4.45514, -2.09898, 6.50421], [3.35136, -1.03783, 6.33105], [2.28827, -1.27511, 7.36255], [1.08019, -0.51275, 7.12335], [4.01084, 0.37669, 6.61397], [2.82577, -1.17391, 4.87198], [3.10277, -0.26372, 9.53389], [1.06077, -3.02376, 9.06128], [0.63518, -1.40466, 9.62162], [1.68957, -2.43183, 10.56676], [4.20335, -2.48301, 9.77007], [3.35607, -3.59983, 8.53384], [5.66433, -3.19405, 7.89699], [5.48656, -1.52042, 8.17494], [4.11849, -3.01401, 6.01688], [5.28908, -1.77378, 5.88220], [4.30539, 0.84792, 5.67628], [3.34842, 1.13575, 7.03005], [4.82557, 0.27831, 7.33136], [2.22195, -0.34014, 4.51372], [3.68734, -1.25962, 4.20982], [2.21794, -2.06813, 4.73410], [2.96795, -0.39174, 10.60792], [2.54094, 0.64297, 9.30947], [4.16863, -0.15683, 9.33237], [3.98545, 5.06298, 1.74050], [4.73443, 3.79166, 1.11139], [6.01700, 4.38455, 0.44018], [7.12431, 4.59718, 1.44660], [7.44510, 3.26914, 2.08651], [6.27705, 2.67463, 2.89255], [5.01004, 2.73716, 2.11930], [3.86426, 2.23476, 2.82521], [6.75872, 1.24752, 3.18037], [6.20902, 3.29415, 4.27697], [3.95339, 3.19476, -0.04663], [4.64165, 5.78742, 2.22288], [3.30722, 4.81440, 2.55678], [3.44312, 5.67269, 1.01784], [6.45731, 3.77871, -0.35177], [5.70651, 5.35397, 0.05042], [6.68509, 5.33761, 2.11514], [7.98585, 5.09992, 1.00716], [8.36560, 3.39498, 2.65656], [7.80520, 2.65345, 1.26228], [7.69479, 1.22835, 3.73851], [5.90024, 0.72984, 3.60829], [6.88122, 0.67468, 2.26116], [5.46738, 2.74362, 4.85574], [7.11839, 3.22407, 4.87382], [6.00571, 4.35252, 4.11378], [3.93276, 3.90800, -0.87061], [2.93689, 2.86697, 0.17101], [4.52224, 2.34110, -0.41511], [-5.30508, -2.31663, -3.15924], [-5.50868, -1.18501, -2.13171], [-4.67836, 0.01442, -2.74303], [-5.28197, 0.59247, -3.99181], [-6.77008, 0.95937, -3.76887], [-7.67570, -0.11052, -3.06440], [-6.91613, -0.76741, -2.00442], [-7.67207, -1.70962, -1.15861], [-8.85385, 0.68011, -2.41704], [-8.27032, -1.03797, -4.14320], [-4.78169, -1.56813, -0.78027], [-5.27086, -2.06039, -4.21814], [-6.05089, -3.11004, -3.11067], [-4.39496, -2.84090, -2.86782], [-4.66189, 0.77025, -1.95783], [-3.62344, -0.21757, -2.88943], [-5.23318, -0.15700, -4.78175], [-4.73037, 1.49265, -4.26294], [-7.12974, 1.15808, -4.77846], [-6.89783, 1.92155, -3.27291], [-9.26259, 1.33678, -3.18503], [-9.63667, 0.06548, -1.97261], [-8.42798, 1.33518, -1.65702], [-8.97757, -0.46970, -4.74732], [-7.45466, -1.48239, -4.71356], [-8.79212, -1.91368, -3.75726], [-3.70596, -1.39736, -0.82181], [-4.99188, -2.57107, -0.40876], [-5.21837, -0.98250, 0.02871], [-7.64232, -5.39449, 0.65401], [-6.43354, -6.04675, -0.05794], [-6.34093, -5.44124, -1.43349], [-5.05852, -5.89863, -2.17097], [-3.82248, -5.44965, -1.30070], [-3.85281, -5.97327, 0.13398], [-5.18001, -5.71111, 0.72921], [-5.35064, -6.04776, 2.17817], [-3.45026, -7.44886, 0.12604], [-2.73216, -5.19074, 0.91228], [-6.68554, -7.54436, -0.26836], [-8.42749, -5.09097, -0.03844], [-7.32739, -4.44958, 1.09681], [-8.12222, -6.05920, 1.37232], [-7.11067, -5.87091, -2.07457], [-6.43316, -4.35572, -1.39832], [-5.15746, -5.42213, -3.14630], [-4.90720, -6.94640, -2.43052], [-3.73812, -4.36415, -1.35257], [-2.93810, -5.86068, -1.78756], [-2.36392, -7.47973, 0.04230], [-3.78066, -7.82106, 1.09579], [-3.87925, -8.01013, -0.70404], [-2.56196, -5.74133, 1.83747], [-1.76837, -5.12407, 0.40755], [-3.07884, -4.17725, 1.11415], [-7.66207, -7.65576, -0.73960], [-6.63939, -8.13488, 0.64666], [-5.91497, -8.00560, -0.88609], [1.44153, 4.77060, -2.88998], [0.74125, 6.13670, -2.71416], [-0.52273, 5.77285, -1.83803], [-1.20900, 6.95114, -1.25508], [-0.13643, 7.59645, -0.40691], [1.06278, 8.13426, -1.15178], [1.63625, 7.08852, -2.01851], [2.86935, 7.48911, -2.76976], [0.58905, 9.48436, -1.89691], [2.07015, 8.54275, -0.02206], [0.25922, 6.64851, -4.07181], [2.37974, 4.86383, -3.43694], [0.75098, 4.10385, -3.40640], [1.54464, 4.21536, -1.95768], [-1.19544, 5.28324, -2.54219], [-0.32835, 5.06685, -1.03065], [-2.09568, 6.68685, -0.67883], [-1.55959, 7.66972, -1.99591], [0.16369, 6.91612, 0.39006], [-0.61038, 8.36769, 0.20026], [0.24568, 10.21887, -1.16842], [1.38419, 10.05677, -2.37463], [-0.11493, 9.23667, -2.69137], [2.53223, 7.58402, 0.21333], [2.73731, 9.24830, -0.51723], [1.71246, 8.78348, 0.97904], [-0.37207, 5.92302, -4.58489], [1.04252, 6.96296, -4.76150], [-0.30647, 7.57572, -3.98032], [4.90087, -2.52181, -1.74638], [5.73294, -3.57401, -1.03761], [7.22033, -3.27298, -1.21098], [7.71774, -2.04707, -0.40431], [7.38845, -2.36019, 1.04160], [5.88378, -2.68860, 1.34269], [5.35579, -3.74732, 0.38895], [3.93349, -4.19075, 0.63192], [5.79708, -3.18144, 2.77043], [5.00375, -1.39804, 1.22539], [5.59197, -4.87155, -1.89756], [5.11984, -2.40499, -2.80775], [5.06823, -1.54989, -1.28220], [3.85137, -2.70213, -1.51371], [7.74531, -4.14131, -0.81285], [7.40097, -3.14651, -2.27844], [7.23245, -1.13707, -0.75716], [8.79176, -1.96306, -0.57020], [7.78324, -1.48570, 1.55881], [8.07395, -3.12199, 1.41289], [4.83600, -3.48563, 3.18502], [6.41526, -4.07769, 2.82217], [6.23628, -2.49155, 3.49103], [5.34048, -0.65628, 0.50116], [3.94717, -1.53024, 0.99242], [5.13998, -0.77436, 2.10888], [5.99011, -4.80292, -2.90992], [4.57606, -5.26604, -1.87720], [6.09012, -5.71488, -1.41929], [-0.14641, 0.87467, 2.08498], [-0.30469, 0.45418, 0.62213], [0.97446, 1.15527, -0.00117], [1.27135, 0.69071, -1.44689], [1.55247, -0.79548, -1.33237], [0.34587, -1.62740, -0.79803], [-0.17696, -1.02021, 0.50937], [-1.27437, -1.66738, 1.09702], [-0.69869, -1.74045, -1.90738], [0.89400, -3.06506, -0.62415], [-1.56213, 1.04463, 0.02726], [0.50888, 0.21184, 2.65008], [-1.11078, 0.81376, 2.58935], [0.16358, 1.88709, 2.34384], [0.86760, 2.23682, -0.08447], [1.90787, 0.94627, 0.52148], [2.16524, 1.16355, -1.85368], [0.50738, 1.01380, -2.15403], [2.49632, -1.00395, -0.82861], [1.80968, -1.20593, -2.30884], [-1.52971, -2.31889, -1.50376], [-1.08813, -0.76509, -2.19912], [-0.37190, -2.23199, -2.82372], [1.46056, -3.50193, -1.44649], [1.49298, -3.16259, 0.28128], [0.15093, -3.85985, -0.55896], [-1.56105, 2.13369, -0.01800], [-2.48042, 0.83222, 0.57474], [-1.57160, 0.72818, -1.01575], [-6.41086, 5.78068, 2.87592], [-5.77968, 4.89876, 3.96817], [-6.81383, 4.68682, 5.15716], [-7.96065, 3.66735, 4.82964], [-7.32639, 2.35378, 4.31774], [-6.24638, 2.52964, 3.15799], [-5.26382, 3.63539, 3.53136], [-4.13160, 3.74658, 2.56957], [-5.49041, 1.15643, 3.09595], [-6.90102, 2.64196, 1.75706], [-4.65836, 5.79468, 4.61189], [-7.08033, 6.50545, 3.33918], [-6.99343, 5.27495, 2.10589], [-5.65258, 6.36678, 2.35670], [-6.22312, 4.24870, 5.96166], [-7.17275, 5.63639, 5.55415], [-8.74376, 4.16151, 4.25463], [-8.48561, 3.40156, 5.74718], [-8.15206, 1.66295, 4.14709], [-6.84646, 1.94669, 5.20771], [-4.80982, 0.99737, 3.93236], [-6.11835, 0.28517, 2.90965], [-4.84408, 1.12061, 2.21898], [-6.17928, 3.00453, 1.02512], [-7.28609, 1.67544, 1.43199], [-7.76190, 3.30166, 1.86565], [-3.96963, 5.21874, 5.22999], [-4.90376, 6.66006, 5.22751], [-4.07432, 6.22089, 3.79620], [-0.32275, -6.07399, -2.32634], [0.55319, -7.09353, -1.19825], [1.20300, -8.15481, -2.05877], [2.31086, -7.61385, -3.25715], [-0.11106, -7.50998, -0.44099], [1.31572, -6.49803, -0.69623], [0.46223, -8.62320, -2.70683], [1.57372, -9.03003, -1.52524], [-1.53331, 5.28635, 6.02244], [-1.45347, 3.46527, 6.17864], [-0.08047, 2.80079, 5.77732], [1.19282, 3.54111, 6.76166], [-2.20198, 2.94542, 5.58065], [-1.64798, 3.14925, 7.20353], [0.22529, 3.01059, 4.75233], [-0.03002, 1.73417, 5.99611], [-1.51044, -3.16509, -5.08007], [-2.49062, -4.61129, -4.81820], [-1.79100, -5.80859, -5.42110], [-1.67831, -5.83944, -7.23123], [-3.44555, -4.41800, -5.30690], [-2.71028, -4.68379, -3.75303], [-2.22269, -6.71270, -4.99176], [-0.77145, -5.82389, -5.03589], [2.42558, -8.15104, 4.13711], [2.69333, -6.70066, 3.12093], [1.35368, -5.83518, 2.90281], [0.08493, -6.93408, 2.22338], [3.04234, -6.98469, 2.12815], [3.47412, -6.12796, 3.62141], [1.55125, -5.11127, 2.11223], [0.97324, -5.17278, 3.68036], [6.26221, 1.81196, -3.60498], [7.07308, 0.39011, -2.86649], [6.45087, 1.69656, -5.38291], [6.90764, 3.36392, -3.13557], [5.21579, 1.65309, -3.34447], [2.19135, -4.73401, -5.65999], [3.52703, -5.85893, -5.89417], [2.21947, -3.52244, -6.97993], [2.25371, -4.01519, -4.03132], [1.24184, -5.26865, -5.68657], [-2.13600, -1.24505, 5.23855], [-3.22519, -1.50274, 3.83282], [-1.92272, -2.74246, 6.17052], [-2.82885, 0.04163, 6.26372], [-1.13744, -0.93992, 4.92569], [-3.46413, 4.95356, -5.06324], [-2.49955, 4.80384, -6.58427], [-3.34823, 6.53174, -4.39581], [-3.19957, 3.70444, -3.83854], [-4.44157, 4.87252, -5.53878]], "forces_ev_per_a": [[0.27, -0.40, -0.67], [0.56, -0.71, 0.79], [0.52, 1.52, 0.77], [-0.54, 0.33, 0.24], [-0.70, -0.93, -1.01], [0.40, 0.94, -0.59], [1.01, 3.27, 2.56], [-0.35, -5.32, -3.32], [0.29, 0.35, 1.67], [-0.20, 0.16, 1.15], [-0.13, 0.61, -0.77], [-0.26, 0.26, 0.35], [0.13, 0.30, -0.28], [-0.24, -0.05, 0.07], [-0.09, 0.21, 0.49], [0.05, 0.17, -0.32], [0.43, -0.08, -0.24], [0.04, -0.10, -0.10], [-0.24, -0.11, -0.16], [0.01, -0.06, -0.06], [-0.35, 0.33, 0.03], [0.07, -0.28, -0.26], [-0.34, -0.27, -0.18], [-0.32, -0.08, -0.11], [0.14, 0.25, -0.43], [-0.15, -0.03, 0.25], [0.24, -0.18, 0.04], [-0.29, 0.26, -0.02], [-0.12, -0.26, -0.08], [-0.16, 0.79, -0.69], [-2.21, -3.40, 0.49], [1.98, 0.86, -0.08], [0.20, 1.55, -0.56], [-0.22, -0.57, -1.33], [0.23, 0.82, 0.47], [-3.97, 3.24, -1.54], [4.56, -2.91, 1.01], [-0.69, -0.19, -0.40], [-0.18, 0.26, 0.62], [0.75, 0.88, 0.26], [0.11, 0.13, -0.32], [-0.07, -0.01, -0.09], [0.51, 0.20, -0.04], [-0.69, -0.98, 0.62], [-0.64, 0.12, 0.69], [-0.37, -0.35, 0.13], [0.08, 0.14, 0.58], [-0.28, -0.25, -0.02], [0.15, 0.15, -0.04], [0.52, -0.34, -0.10], [-0.49, -0.40, 0.10], [0.21, 0.07, -0.38], [0.10, 0.18, 0.31], [0.10, 0.03, 0.01], [0.05, -0.15, 0.25], [0.11, -0.38, -0.01], [0.12, -0.08, -0.42], [0.01, 0.71, 0.25], [0.16, -0.63, 0.57], [-0.35, 1.63, -0.26], [0.38, -0.18, 0.59], [-0.88, 0.88, 0.11], [0.46, 1.26, -0.59], [2.41, -0.99, 0.04], [-3.19, -1.27, 2.91], [4.33, 1.80, -2.83], [-1.61, -0.89, -1.22], [-0.67, 0.79, -0.15], [-0.20, -0.29, -0.18], [0.59, -0.22, -0.12], [-0.23, -0.49, -0.27], [-0.02, -0.49, -0.42], [-0.60, -0.26, -0.23], [-0.01, -0.15, -0.38], [0.44, -0.05, 0.73], [0.12, -0.25, -0.14], [-0.30, -0.21, 0.76], [-0.50, -0.62, -0.10], [-0.38, 0.02, 0.20], [0.33, -0.17, 0.92], [0.42, 0.19, -0.32], [-0.41, 0.55, -0.06], [0.33, -0.13, -0.54], [-0.46, 0.11, 0.69], [-0.16, 0.17, 0.06], [0.15, 0.16, 0.24], [-0.03, -0.25, -0.01], [-0.37, -1.28, 0.39], [2.14, 0.29, -1.13], [-0.60, 0.21, 1.29], [-0.92, -0.10, 0.61], [0.35, -0.15, -0.39], [-0.92, 1.04, -0.38], [-2.01, -4.27, 3.60], [2.77, 3.82, -3.46], [0.83, 0.03, -0.05], [0.62, -0.73, 0.46], [-1.76, 0.33, -0.01], [0.21, 0.40, 0.18], [-0.37, 0.17, 0.30], [0.34, 0.19, -0.31], [-0.06, 0.37, 0.12], [-0.04, -0.62, -0.03], [0.16, 0.26, -0.27], [-0.06, -0.16, -0.33], [-0.58, -0.20, 0.01], [0.36, -0.05, 0.42], [-0.21, -0.11, -0.06], [0.19, -0.12, -0.15], [-0.11, -0.05, 0.20], [0.29, -0.04, -0.20], [-0.08, 0.30, -0.52], [-0.17, 0.23, 0.50], [-0.10, 0.00, -0.22], [0.06, -0.30, -0.54], [0.19, 0.51, -0.05], [0.15, 0.10, 0.03], [-0.63, 0.28, 0.70], [0.99, -1.26, -1.10], [0.79, 1.48, 0.99], [-1.03, -0.20, -1.80], [1.32, 0.88, -0.25], [-1.45, -1.93, 4.60], [1.08, 1.30, -5.97], [-0.33, 0.27, 0.44], [-1.26, -0.50, 0.40], [0.61, -0.38, 0.56], [0.10, -0.30, -0.45], [0.04, -0.20, 0.37], [0.33, 0.17, 0.26], [-0.71, 0.37, 0.40], [0.16, 0.01, -0.10], [0.74, 0.36, -0.14], [-0.73, -0.23, 0.44], [-0.02, 0.11, 0.31], [0.22, 0.10, 0.27], [0.00, -0.19, 0.07], [0.22, -0.52, -0.10], [-0.04, -0.07, 0.19], [-0.02, 0.37, 0.21], [-0.21, -0.21, -0.46], [0.06, 0.00, 0.16], [0.04, -0.11, 0.03], [-0.32, 0.29, 0.28], [-0.25, 0.15, -0.28], [-0.27, 0.05, -0.16], [-0.20, -1.51, 0.53], [-0.17, -0.10, -1.44], [0.29, 0.72, 0.29], [-1.40, 0.09, 1.08], [-0.46, 2.36, 0.94], [3.92, 1.99, -2.72], [-5.21, -1.69, 3.16], [1.02, -1.05, -0.06], [0.35, -1.45, -1.39], [0.03, 0.90, -0.33], [-0.06, -0.16, 0.05], [0.08, 0.22, -0.65], [0.56, 0.52, 0.42], [0.08, -0.33, -0.03], [0.45, -0.05, -0.07], [0.10, -0.17, 0.18], [0.03, -0.06, -0.27], [0.34, -0.55, -0.19], [0.30, 0.65, -0.26], [-0.66, -0.46, 0.16], [0.52, -0.60, -0.17], [-0.31, 0.31, 0.32], [0.86, 0.12, -0.27], [0.43, -0.05, 0.83], [-0.71, 0.89, -0.54], [0.10, -0.12, 0.15], [0.47, -0.50, 0.22], [-0.36, -0.09, 0.28], [-0.54, 1.14, 1.14], [0.16, -1.21, -2.06], [0.31, 1.02, 1.05], [-0.76, -1.56, -0.87], [0.35, 0.62, -0.07], [-0.92, 1.03, -0.18], [-4.29, -0.83, 0.60], [6.06, 1.92, -1.00], [0.55, -1.21, 0.57], [0.69, 0.86, -0.13], [-0.84, -1.05, 1.63], [-0.13, -0.41, 0.04], [0.20, 0.14, -0.20], [-0.14, -0.34, -0.56], [0.33, -0.11, -0.31], [0.09, -0.19, 0.03], [0.04, 0.03, 0.17], [0.03, 0.22, 0.21], [-0.89, 0.23, 0.78], [-0.34, -0.60, -0.14], [-0.33, 0.31, -0.59], [0.10, -0.20, 0.14], [0.03, 0.35, -0.27], [0.35, -0.37, -0.58], [0.03, -0.51, 0.41], [-0.40, -0.48, 0.50], [-0.24, 0.42, 0.12], [-0.35, 0.50, -0.48], [0.61, 0.12, 0.16], [-1.22, -0.71, 1.58], [2.68, 2.02, 0.88], [-0.14, -0.49, -2.11], [0.41, -0.09, 0.90], [-0.65, -0.34, -0.86], [1.39, -0.75, -0.62], [-3.59, -1.91, 0.25], [3.78, 1.76, -2.05], [-0.99, 0.62, 0.49], [-0.34, -0.68, 1.21], [-0.22, 0.09, -0.77], [0.22, -0.13, -0.26], [-0.28, -0.31, 0.09], [0.29, 0.18, -0.94], [-0.44, 0.07, 0.71], [-0.34, -0.09, 0.66], [0.23, 0.27, 0.27], [-0.39, -0.51, 0.02], [-0.20, 0.33, 0.81], [-0.40, -0.18, -0.32], [-0.19, -0.06, -0.08], [-0.06, 0.03, -0.07], [0.50, -0.08, 0.31], [0.40, 0.95, -0.33], [0.24, 0.16, 0.02], [-0.74, 0.44, 0.41], [0.56, 0.14, 0.23], [0.11, -0.66, -0.13], [-0.70, -0.06, 0.02], [-0.24, 0.09, -0.46], [-0.94, 2.76, 2.16], [0.08, -1.56, -0.72], [0.97, 0.79, 0.51], [0.16, 1.55, -0.01], [-0.13, -2.35, 0.51], [3.13, -1.00, -4.44], [-4.50, -0.46, 3.85], [0.96, 0.75, -0.37], [-0.24, 0.82, 0.91], [0.88, -0.71, -0.77], [-0.01, 0.01, 0.15], [0.05, -0.25, 0.20], [0.13, -0.19, -0.05], [0.07, -0.12, 0.18], [-0.03, 0.09, -0.43], [0.19, -0.27, -0.73], [0.07, 0.10, 0.26], [0.32, -0.23, -0.91], [0.47, -0.10, -0.12], [-0.33, -0.05, 0.24], [-0.53, 0.25, 0.59], [0.23, 0.43, -0.14], [-0.10, 0.10, 0.04], [0.14, -0.07, 0.16], [-0.01, 0.20, -0.52], [-0.19, -0.23, -0.18], [-1.04, -0.19, -0.07], [0.27, -0.19, 0.01], [-0.70, 0.84, -0.06], [1.07, -0.45, -0.16], [-1.60, -1.91, 0.13], [1.48, 0.75, -0.53], [-0.02, -0.01, -0.30], [-0.12, 0.15, 0.00], [-0.60, 0.12, 0.40], [0.55, 0.47, 0.45], [0.30, -1.53, 0.08], [1.04, -1.29, -0.36], [-0.60, 1.44, 0.21], [0.64, 0.09, 0.42], [-0.28, 0.68, -0.31], [0.02, 0.61, 0.12], [-0.39, -0.14, -0.02], [-0.46, 0.04, -0.07], [0.25, 0.57, -0.06], [-0.63, 0.15, -0.84], [0.51, -0.21, 0.80], [-0.30, 0.04, 1.04], [0.01, -0.10, -0.07], [0.40, -0.36, 0.00], [-0.34, -0.18, -0.67], [0.07, 0.07, -0.27], [0.06, 0.25, -0.25], [-1.57, 1.20, 0.12], [1.39, -0.64, -0.81], [0.24, 0.49, 0.55], [-0.05, -0.23, 0.21], [-0.21, 0.16, -0.12], [0.31, -0.24, -0.28], [-0.07, -0.93, 0.62], [0.22, -0.84, -0.82], [0.03, 0.63, 0.03], [-0.22, -0.17, 0.37], [-0.15, -0.16, 0.50], [0.15, 0.60, -0.11], [-0.12, 0.14, 0.04], [-0.08, -0.01, 0.03], [-0.16, -0.38, 0.72], [0.13, 0.21, -0.50], [0.29, 0.06, -0.31], [-0.41, -0.18, -0.05], [0.74, 0.01, 0.58], [-0.12, 0.28, -0.21], [0.25, -0.21, -0.14], [-0.34, 0.06, -0.17], [-0.66, -0.45, -1.52], [0.45, -0.22, 0.73], [0.20, 0.79, 0.44], [0.11, 0.21, -0.53], [-0.13, -0.32, 0.91]], "multiplicity": 10, "energy_ev": -381656.3284, "mol_weight_g_mol": 2279.59, "fmax_ev_per_a": 6.4}